Record 1
Molecular formula: C4H7N3
Method: DFT, wB97M-V/def2-TZVPD

```
14
Properties=species:S:1:pos:R:3:forces:R:3
C 1.1646 -1.4982 -0.0703 -1.104 -0.679 -0.307
N -0.0481 -0.6603 -0.0840 1.205 0.895 0.496
N -1.2707 -1.1877 -0.0106 -0.080 0.634 0.246
C -2.0820 -0.1303 0.0148 -0.479 -0.185 0.013
C -1.3886 1.0959 -0.0993 0.914 0.894 0.855
C -0.0295 0.7276 -0.0156 0.160 -1.411 -0.693
N 1.2957 1.3158 -0.0018 -1.404 2.722 -1.948
H 1.9801 -0.9324 -0.5474 -0.442 -0.547 0.016
H 1.4415 -1.7531 0.9530 0.062 0.164 0.087
H 0.8691 -2.4720 -0.5522 0.589 1.130 0.156
H -3.1437 -0.2967 0.2511 0.599 0.201 -0.641
H -1.7934 2.1334 -0.1330 0.387 -1.188 0.183
H 1.2743 2.2596 -0.6470 0.384 -3.037 2.782
H 1.7306 1.3982 0.9423 -0.791 0.407 -1.244
```
Forces are in eV/Å.

Its energy above the lowest of the compared OMol25 structures with the same formula, charge and spin is 26.26 kcal per mole. The HOMO-LUMO gap is 9.463 eV. Its SMILES is Cn1nccc1N. The value obtained for the LUMO energy is 0.8053 eV. For the HOMO energy, the calculation gives -0.3182 Eh.

=====

Record 2
Molecular formula: C4H7N3
Method: DFT, wB97M-V/def2-TZVPD

```
14
Properties=species:S:1:pos:R:3:forces:R:3
N -1.8743 1.6475 0.0448 0.040 -0.364 -0.663
C -1.1203 0.4832 -0.0981 2.025 -0.089 -3.430
C -0.6651 -0.6077 -1.2792 -3.097 -0.010 2.324
N 0.3227 -1.3987 -0.6379 -0.252 0.721 0.027
C 0.9089 -0.5825 0.2562 0.309 0.356 -0.162
N 1.9611 -0.9199 1.0904 0.269 -0.062 -0.137
C 0.2212 0.6164 0.2574 0.861 0.468 1.875
H -2.8746 1.7200 0.1549 0.279 -0.560 -0.465
H -1.4098 2.5334 -0.1252 -0.113 -0.306 0.298
H -1.4664 -1.1867 -1.6586 -0.700 -0.980 -0.642
H 0.3232 -2.4193 -0.5696 -0.074 0.698 -0.236
H 2.7681 -1.3242 0.6397 0.132 0.011 -0.051
H 2.2024 -0.1407 1.6894 0.054 -0.215 -0.037
H 0.7030 1.5790 0.2357 0.265 0.331 1.300
```
Forces are in eV/Å.

Its energy above the lowest of the compared OMol25 structures with the same formula, charge and spin is 85.96 kcal per mole. The HOMO-LUMO gap (spin up / spin down) is 7.727 / 7.728 eV. Its SMILES is Nc1c[nH]c(N)c1. The value obtained for the LUMO energy (spin up / spin down) is 0.9743 / 0.9743 eV. For the HOMO energy (spin up / spin down), the calculation gives -0.2482 / -0.2482 Eh.

=====

Record 3
Molecular formula: C4H7N3
Method: DFT, wB97M-V/def2-TZVPD

```
14
Properties=species:S:1:pos:R:3:forces:R:3
C 2.2501 0.1669 0.4138 0.187 -0.082 0.151
N 1.1202 0.6996 -0.3211 -0.092 -0.005 -0.116
C -0.1178 0.1206 -0.1568 0.324 0.280 0.353
N -1.0989 0.4164 -1.1629 0.156 0.022 -0.056
N -2.2170 0.0958 -0.5461 -0.143 -0.142 0.075
C -1.9871 -0.4609 0.7004 -0.099 -0.073 0.116
C -0.6523 -0.4935 1.0345 -0.136 0.123 -0.232
H 1.9312 -0.0341 1.4370 0.027 0.020 -0.118
H 2.6479 -0.7658 -0.0106 -0.091 0.094 0.026
H 3.0496 0.9118 0.4276 -0.108 -0.081 -0.003
H 1.3136 1.0373 -1.2526 -0.057 -0.014 0.058
H -3.0464 -0.0059 -1.1123 0.010 0.022 0.042
H -2.8567 -0.7904 1.2589 0.115 0.038 -0.063
H -0.4007 -0.7434 -1.0417 -0.092 -0.202 -0.234
```
Forces are in eV/Å.

Its energy above the lowest of the compared OMol25 structures with the same formula, charge and spin is 110.55 kcal per mole. The HOMO-LUMO gap is 8.748 eV. The value obtained for the LUMO energy is 0.7794 eV. For the HOMO energy, the calculation gives -0.2928 Eh.

=====

Record 4
Molecular formula: C4H7N3
Method: DFT, wB97M-V/def2-TZVPD

```
14
Properties=species:S:1:pos:R:3:forces:R:3
C 0.0962 1.1194 1.5869 0.027 0.074 -0.279
C -0.8972 0.0827 1.4580 -0.063 -0.008 -0.818
N 1.0495 -1.0771 -0.1951 0.021 -0.064 -0.237
C 0.2638 -0.5830 -1.0952 0.018 -0.088 0.360
N -0.8111 0.1787 -0.7796 -0.104 -0.443 0.177
C 0.5827 -0.8459 -2.5173 0.257 -0.153 -0.843
N 0.9151 -1.1222 -3.5925 -0.454 0.365 1.114
H -0.1070 1.2927 0.4952 0.783 1.009 0.186
H 1.1254 0.7635 1.6376 -0.214 0.031 0.161
H -0.1495 2.0206 2.1493 -0.090 -0.310 0.013
H -1.9278 0.3075 1.7257 0.081 -0.137 -0.398
H -0.5848 -0.9438 1.3421 -0.095 -0.046 0.077
H 1.8375 -1.5568 -0.6150 -0.041 -0.016 -0.021
H -1.3927 0.3637 -1.6000 -0.127 -0.215 0.509
```
Forces are in eV/Å.

Its energy above the lowest of the compared OMol25 structures with the same formula, charge and spin is 89.32 kcal per mole. The HOMO-LUMO gap is 8.253 eV. The value obtained for the LUMO energy is -0.7123 eV. For the HOMO energy, the calculation gives -0.3295 Eh.

=====

Record 5
Molecular formula: C4H7N3
Method: DFT, wB97M-V/def2-TZVPD

```
14
Properties=species:S:1:pos:R:3:forces:R:3
C -0.8909 0.3333 2.0962 0.012 -0.087 0.178
N -0.9536 0.6797 0.6867 0.109 0.157 -0.113
C -0.0451 0.0953 -0.1722 -0.390 -0.158 0.071
N 0.1394 0.7482 -1.4493 0.055 -0.194 0.299
N 0.6816 -0.2205 -2.1600 0.132 -0.074 0.022
C 0.9111 -1.3691 -1.4090 0.058 0.045 -0.062
C 0.4732 -1.2525 -0.1084 0.060 0.329 -0.329
H -0.7578 -0.7479 2.1679 -0.031 0.162 0.025
H -0.0576 0.8174 2.6291 -0.126 -0.067 -0.126
H -1.8312 0.6171 2.5793 0.168 -0.053 -0.107
H -1.1634 1.6459 0.4737 0.010 -0.119 0.033
H 1.1136 0.0379 -3.0384 -0.058 -0.095 0.137
H 1.3887 -2.2022 -1.9186 -0.114 0.164 0.099
H 0.9920 0.8174 -0.3770 0.115 -0.009 -0.124
```
Forces are in eV/Å.

Its energy above the lowest of the compared OMol25 structures with the same formula, charge and spin is 110.67 kcal per mole. The HOMO-LUMO gap is 8.724 eV. The value obtained for the LUMO energy is 0.7388 eV. For the HOMO energy, the calculation gives -0.2934 Eh.

=====

Record 6
Molecular formula: C4H7N3
Method: DFT, wB97M-V/def2-TZVPD

```
14
Properties=species:S:1:pos:R:3:forces:R:3
N -0.5400 0.6544 -1.9222 2.910 0.041 1.309
C -0.2270 -0.0887 -0.7103 0.399 2.696 2.301
C 0.0280 -1.4713 -0.5266 0.502 -0.268 -1.530
C 0.4194 -1.6092 0.7603 1.089 -1.217 2.560
N 0.4519 -0.3649 1.4035 0.303 -0.096 1.113
C 0.0084 0.5969 0.5335 -0.247 -1.138 -2.073
N -0.0952 1.9712 0.8552 0.449 -1.466 2.780
H -1.1106 -0.0160 -2.3279 -1.463 -0.945 -2.093
H 0.3971 0.6486 -2.4223 -1.781 0.201 0.215
H 0.1269 -2.2166 -1.3748 -0.489 0.863 1.475
H 0.7023 -2.4910 1.4040 -0.331 1.053 -1.219
H 0.9124 -0.2183 2.3503 -1.201 -0.196 -2.021
H -0.5521 2.4950 0.1619 -0.728 0.573 -0.973
H -0.5215 2.1100 1.8154 0.588 -0.101 -1.844
```
Forces are in eV/Å.

Its energy above the lowest of the compared OMol25 structures with the same formula, charge and spin is 19.54 kcal per mole. The HOMO-LUMO gap is 8.081 eV. Its SMILES is Nc1cc[nH]c1N. The value obtained for the LUMO energy is 1.0102 eV. For the HOMO energy, the calculation gives -0.2598 Eh.

=====

Record 7
Molecular formula: C4H7N3
Method: DFT, wB97M-V/def2-TZVPD

```
14
Properties=species:S:1:pos:R:3:forces:R:3
C -2.5455 0.1302 -0.2241 -0.040 -0.010 -0.008
C -1.0933 -0.1092 0.0355 -0.007 0.020 -0.027
C 0.0300 0.5146 -0.4526 -0.026 -0.074 0.072
N 1.0591 -0.1237 0.1544 -0.087 0.005 0.031
C 2.4783 0.1547 0.0989 0.111 0.006 -0.017
N 0.6079 -1.0783 0.9689 -0.013 0.085 -0.093
N -0.6856 -1.0793 0.8992 0.039 0.081 -0.055
H -3.0660 -0.8249 -0.3372 0.082 0.129 -0.003
H -3.0092 0.6573 0.6166 0.072 -0.051 -0.126
H -2.7019 0.7213 -1.1300 0.047 -0.060 0.119
H 0.1807 1.3191 -1.1580 -0.038 -0.127 0.125
H 3.0048 -0.7608 0.3690 -0.056 0.122 -0.038
H 2.7437 0.9451 0.8064 -0.030 -0.084 -0.108
H 2.7599 0.4557 -0.9121 -0.056 -0.043 0.128
```
Forces are in eV/Å.

Its energy above the lowest of the compared OMol25 structures with the same formula, charge and spin is 16.92 kcal per mole. The HOMO-LUMO gap is 10.202 eV. Its SMILES is Cc1cn(C)nn1. The value obtained for the LUMO energy is 0.8720 eV. For the HOMO energy, the calculation gives -0.3429 Eh.

=====

Record 8
Molecular formula: C4H7N3
Method: DFT, wB97M-V/def2-TZVPD

```
14
Properties=species:S:1:pos:R:3:forces:R:3
H 2.9250 0.6909 -0.2578 0.631 1.228 -0.386
N 2.5819 -0.2279 -0.1472 -2.648 -1.564 0.413
C 1.2839 -0.1598 -0.0623 2.105 2.141 0.555
C 0.5539 1.2208 -0.1148 1.250 -2.143 1.011
C -0.7532 1.2827 0.0114 -1.581 -1.795 -0.265
C -1.5550 -0.1226 0.0146 -1.839 2.546 0.725
N -0.7469 -1.1842 -0.4998 2.016 0.269 1.549
N 0.4960 -1.1975 0.3845 -0.095 -2.532 -1.541
H 1.2249 2.0381 0.1267 -0.135 0.253 -0.707
H -1.2503 2.2593 0.0857 -0.123 -0.714 0.147
H -2.3900 -0.1146 -0.7035 0.120 0.607 0.119
H -2.1365 -0.2934 1.0410 1.744 0.290 -1.594
H -1.1883 -2.0071 -0.1736 -0.672 -1.206 -0.022
H 0.9546 -2.1847 0.2949 -0.776 2.619 -0.003
```
Forces are in eV/Å.

Its energy above the lowest of the compared OMol25 structures with the same formula, charge and spin is 59.46 kcal per mole. The HOMO-LUMO gap is 9.971 eV. Its SMILES is [H]/N=C1\C=CCNN1. The value obtained for the LUMO energy is 0.9540 eV. For the HOMO energy, the calculation gives -0.3314 Eh.

=====

Record 9
Molecular formula: C4H7N3
Method: DFT, wB97M-V/def2-TZVPD

```
14
Properties=species:S:1:pos:R:3:forces:R:3
C -1.2960 -1.1320 -0.0185 -4.508 -4.379 -1.238
C -0.0824 -0.4524 -0.2482 2.485 -1.558 0.234
C 1.1715 -0.9479 -0.0805 1.969 -3.516 -1.067
N 2.0828 0.0080 -0.1115 -4.422 3.049 0.712
N 1.3744 1.1937 -0.0104 2.275 1.339 -0.980
C 0.1230 0.9063 -0.1770 -0.163 0.341 0.413
N -0.8460 1.8935 -0.2525 -0.963 4.337 4.907
H -2.0023 -1.2306 -0.9937 1.213 0.972 2.316
H -1.6949 -0.5466 0.8169 -1.245 -0.635 -0.246
H -1.3596 -2.3553 0.2656 1.032 3.473 -0.370
H 1.6068 -1.9577 -0.0320 -0.979 0.221 -0.052
H 3.0287 0.1047 -0.0210 2.547 -0.424 0.394
H -0.3961 2.7414 0.4406 -1.180 -2.483 -3.022
H -1.7100 1.7749 0.4222 1.938 -0.737 -1.999
```
Forces are in eV/Å.

Its energy above the lowest of the compared OMol25 structures with the same formula, charge and spin is 55.37 kcal per mole. The HOMO-LUMO gap is 9.575 eV. Its SMILES is Cc1c[nH]nc1N. The value obtained for the LUMO energy is 0.9341 eV. For the HOMO energy, the calculation gives -0.3175 Eh.

=====

Record 10
Molecular formula: C4H7N3
Method: DFT, wB97M-V/def2-TZVPD

```
14
Properties=species:S:1:pos:R:3:forces:R:3
C 1.1016 2.0488 2.8396 0.627 -1.040 -0.944
C 2.1094 0.2666 1.4637 1.410 -0.958 -0.183
C 0.4003 -0.3390 -0.1382 -0.762 0.830 -1.185
C -1.5132 -0.2538 -1.5741 -0.988 0.582 -1.513
N 1.5167 1.2114 2.1616 -1.467 1.702 1.196
N 1.5099 -0.4510 0.5068 0.722 -0.637 0.386
N -0.7330 -0.7470 -0.4672 0.245 -0.907 1.246
H 0.7474 2.8594 3.4357 -0.234 0.409 0.351
H 3.1552 0.0892 1.6843 -0.131 -0.142 -0.163
H -2.5486 -0.1050 -1.2545 0.222 0.045 0.132
H -1.5348 -1.0111 -2.3662 0.130 -0.032 0.217
H -1.1025 0.6655 -1.9901 0.077 -0.090 0.237
H 2.1593 -1.1360 0.0731 -0.227 0.183 0.119
H -1.2171 -1.5076 0.0418 0.379 0.056 0.104
```
Forces are in eV/Å.

Its energy above the lowest of the compared OMol25 structures with the same formula, charge and spin is 48.23 kcal per mole. The HOMO-LUMO gap (spin up / spin down) is 7.791 / 7.943 eV. The net charge is +2. The value obtained for the LUMO energy (spin up / spin down) is -10.2651 / -9.9922 eV. For the HOMO energy (spin up / spin down), the calculation gives -0.6636 / -0.6591 Eh.